[1]
Density functional theory data (ωB97M-V with the def2-TZVPD basis set) for a structure of composition C6H20AgN4O4 in a non-equilibrium geometry.

```
35
Properties=species:S:1:pos:R:3:mulliken_charge:R:1
Ag 0.06 -0.79 -0.67 0.6288
C -1.98 1.36 -3.30 -1.0281
C -2.58 0.91 -1.89 0.0104
O -2.22 -0.44 -1.63 -0.3059
H -2.51 1.01 -4.19 0.3767
H -0.95 1.04 -3.42 0.2214
H -1.99 2.44 -3.41 0.3582
H -3.65 1.10 -1.89 0.3316
H -2.17 1.54 -1.10 0.0014
H -2.74 -1.01 -2.19 0.2654
C -0.54 3.64 0.45 -1.0852
C -0.18 2.29 1.01 -0.3300
O 0.60 1.42 0.18 -0.1946
H 0.35 4.27 0.45 0.4018
H -1.15 4.23 1.13 0.3522
H -1.04 3.51 -0.51 0.2639
H -1.13 1.79 1.21 0.2543
H 0.34 2.25 1.96 0.3603
H 1.22 1.98 -0.28 0.2099
C 3.13 -0.91 0.56 0.8497
O 2.09 -1.52 0.55 -0.8321
N 3.89 -0.86 1.59 -0.3928
N 3.67 -0.32 -0.46 -0.4402
H 4.72 -0.30 1.48 0.1709
H 3.63 -1.41 2.40 0.2231
H 4.60 0.05 -0.36 0.1995
H 3.22 -0.68 -1.29 0.2200
C -1.04 -3.06 1.28 0.8522
O -1.33 -2.54 0.23 -0.3482
N 0.00 -2.71 1.92 -0.2045
N -1.66 -4.00 1.85 -0.3507
H 0.74 -2.20 1.46 0.2741
H 0.11 -3.01 2.87 0.2218
H -1.29 -4.40 2.70 0.1847
H -2.23 -4.64 1.31 0.2800
```

Calculated values
Calculated total energy   -24678.4161 eV
2S+1   2
Charge   +2

***

[2]
Density functional theory data (ωB97M-V with the def2-TZVPD basis set) for a structure of composition C9H22BrFIInNO3S.

```
40
Properties=species:S:1:pos:R:3:mulliken_charge:R:1
C 0.38 -2.63 -0.79 -1.0633
C 1.26 -1.62 -1.52 -0.1517
C 0.46 -0.42 -2.01 -0.5639
N -0.14 0.35 -0.91 -0.4680
In -1.87 1.32 -1.62 1.2813
F -1.23 2.46 -3.15 -0.7598
Br -2.78 2.86 0.26 -0.5948
C -3.44 0.05 -2.44 -1.2481
C -4.46 -0.46 -1.47 -0.2011
C -5.64 -1.18 -2.10 -1.3359
I -3.52 -1.80 -0.06 -0.0019
H 0.98 -3.41 -0.33 0.3502
H -0.17 -2.11 -0.01 0.1577
H -0.33 -3.10 -1.48 0.3240
H 2.05 -1.29 -0.86 0.0676
H 1.73 -2.10 -2.39 0.3287
H 1.09 0.20 -2.65 0.2561
H -0.33 -0.81 -2.66 0.2950
H 0.53 1.05 -0.62 0.1073
H -2.98 -0.78 -2.98 0.3773
H -3.97 0.65 -3.18 0.4084
H -4.81 0.35 -0.83 0.3782
H -6.21 -0.45 -2.68 0.3685
H -6.29 -1.64 -1.36 0.4002
H -5.28 -1.95 -2.78 0.3344
O 4.98 0.63 2.27 -0.6907
S 3.63 0.16 2.47 1.1381
O 2.83 -0.16 1.33 -0.4792
O 2.87 1.18 3.40 -0.2751
C 2.87 2.58 2.99 -0.3871
C 1.89 2.87 1.87 -0.9585
C 3.63 -1.20 3.58 -0.9761
H 3.89 2.86 2.72 0.3436
H 2.60 3.11 3.90 0.2640
H 2.19 2.40 0.94 0.2427
H 1.82 3.94 1.72 0.4087
H 0.89 2.49 2.12 0.3030
H 4.20 -0.93 4.46 0.3386
H 4.09 -2.03 3.05 0.3626
H 2.60 -1.43 3.82 0.3189
```

Calculated values
Energy above the lowest of the compared OMol25 structures with the same formula, charge and spin   0.0 kcal per mole
Calculated total energy   -114195.8015 eV
Charge   -1

***

[3]
Density functional theory data (ωB97M-V with the def2-TZVPD basis set) for a cluster of 2 separate species, C3H6N2OS in total in a non-equilibrium geometry.

```
13
Properties=species:S:1:pos:R:3:mulliken_charge:R:1
C 0.26 -0.74 -0.13 0.9150
C -0.05 0.72 -0.04 -1.0440
C -2.20 -0.15 0.09 -0.3885
H 2.01 1.10 0.18 0.2706
H 3.20 -0.59 -0.61 0.2410
H 0.20 1.02 0.87 0.5355
H 0.55 1.44 -0.66 0.3133
H -3.11 -0.56 -0.40 0.3351
H -2.21 -0.07 1.14 0.3482
N 2.44 -0.27 0.05 -0.4635
N 1.47 -1.18 -0.08 -0.4748
O -1.45 0.96 -0.31 -0.3941
S -1.11 -1.69 -0.10 -0.1939
```

Calculated values
Energy above the lowest of the compared OMol25 structures with the same formula, charge and spin   132.9 kcal per mole
Calculated total energy   -19066.4018 eV
Charge   0

***

[4]
Density functional theory data (ωB97M-V with the def2-TZVPD basis set) for a cluster of 2 separate species, C4H10NS in total in a non-equilibrium geometry.

```
16
Properties=species:S:1:pos:R:3:mulliken_charge:R:1
C 0.82 0.23 -1.80 -0.1694
C 0.43 0.13 0.55 -0.4720
C 2.13 0.56 -2.04 -0.7156
C -1.45 -0.52 1.93 -0.5341
N -1.06 0.08 0.63 -0.1613
S -3.09 -1.28 1.62 -0.2306
H 0.35 -0.56 -2.30 0.2868
H 0.93 1.19 0.76 0.2219
H 2.71 0.58 -1.08 0.2814
H 2.18 1.62 -2.39 0.3322
H 2.66 -0.12 -2.74 0.3335
H -0.68 -1.30 2.04 0.4321
H -1.47 0.07 2.82 0.4214
H -1.54 0.92 0.35 0.3239
H -1.26 -0.66 -0.13 0.4357
H -2.98 -2.25 2.67 0.2141
```

Calculated values
Energy above the lowest of the compared OMol25 structures with the same formula, charge and spin   192.3 kcal per mole
Calculated total energy   -16620.6275 eV
Charge   +1

***

[5]
Density functional theory data (ωB97M-V with the def2-TZVPD basis set) for a cluster of 7 separate species, C51H104F9N4O8 in total in a non-equilibrium geometry.

```
176
Properties=species:S:1:pos:R:3:mulliken_charge:R:1
C 4.04 -3.90 -0.40 -1.0657
C 3.16 -4.82 -1.18 -0.7997
C 2.03 -4.04 -1.81 1.5375
C 0.79 -4.93 -2.10 -1.6926
N -0.19 -4.12 -3.02 0.5024
C -0.76 -2.94 -2.18 0.7385
C -2.13 -2.69 -2.81 -0.4395
C -2.62 -4.08 -3.24 -1.1302
C -1.45 -4.99 -3.41 -0.5571
C 0.42 -3.74 -4.44 0.2379
C 1.04 -4.88 -5.25 -0.7157
C 2.16 -4.21 -6.13 -1.3039
H 4.53 -3.14 -1.01 0.2161
H 4.84 -4.43 0.11 0.5006
H 3.51 -3.26 0.31 0.1398
H 2.80 -5.68 -0.62 0.4812
H 3.73 -5.21 -2.02 0.2736
H 2.26 -3.46 -2.70 -0.3564
H 1.81 -3.22 -1.13 -0.2546
H 0.27 -5.22 -1.19 0.5571
H 1.01 -5.84 -2.66 0.5678
H -0.06 -2.13 -2.35 -0.4192
H -0.79 -3.25 -1.13 -0.2490
H -2.14 -1.98 -3.64 0.3512
H -2.81 -2.32 -2.04 0.3540
H -3.19 -4.21 -4.15 0.3784
H -3.35 -4.40 -2.49 0.3183
H -1.29 -5.46 -4.38 0.5481
H -1.46 -5.86 -2.75 0.4207
H 1.12 -2.92 -4.28 -0.8392
H -0.36 -3.21 -4.99 0.8906
H 0.40 -5.35 -5.99 0.4655
H 1.55 -5.64 -4.66 0.3026
H 1.61 -3.54 -6.79 0.3100
H 2.70 -4.98 -6.68 0.4259
H 2.90 -3.65 -5.55 0.2877
C 4.71 4.66 -2.07 -1.3388
C 4.61 4.57 -0.56 -0.4802
C 3.82 3.27 -0.20 0.8319
C 3.53 3.15 1.29 -1.2437
N 2.72 1.93 1.59 0.6480
C 1.28 1.94 0.88 -0.1139
C 0.39 0.98 1.81 0.5743
C 0.83 1.21 3.24 0.6532
C 2.24 1.94 3.11 -0.6572
C 3.46 0.58 1.28 0.5606
C 4.80 0.45 1.99 -0.5250
C 5.42 -0.99 1.77 -1.3004
H 5.14 3.81 -2.59 0.3369
H 5.29 5.55 -2.32 0.4380
H 3.72 4.74 -2.54 0.2765
H 4.17 5.49 -0.17 0.3366
H 5.63 4.56 -0.20 0.3524
H 4.47 2.44 -0.46 0.0614
H 2.87 3.24 -0.74 -0.3323
H 2.91 3.95 1.70 0.5620
H 4.44 3.16 1.89 0.4932
H 1.42 1.65 -0.16 -0.6157
H 0.99 2.99 0.97 0.4480
H 0.47 -0.08 1.60 -0.4088
H -0.67 1.20 1.65 0.2503
H 0.85 0.27 3.78 -0.7641
H 0.20 1.89 3.82 0.0506
H 3.01 1.41 3.67 0.3121
H 2.11 2.95 3.49 0.2988
H 3.56 0.54 0.20 -0.4821
H 2.82 -0.28 1.49 0.2957
H 4.84 0.72 3.05 0.3688
H 5.50 1.08 1.45 0.2288
H 5.36 -1.30 0.73 0.1662
H 4.87 -1.78 2.29 0.2415
H 6.45 -1.07 2.11 0.4747
C -2.43 0.63 -1.01 -0.7528
C -2.28 2.15 -0.86 -0.1980
N -2.03 2.93 -2.21 0.8993
C -0.57 2.57 -2.66 -1.4738
C -2.96 2.46 -3.38 -0.3894
C -2.77 3.31 -4.70 -1.4354
C -1.94 4.45 -1.76 -0.4063
C -3.15 5.06 -1.07 -1.1229
O -4.30 4.80 -1.85 -0.2700
C -5.47 5.27 -1.13 -0.8808
H -3.22 0.36 -1.71 0.6429
H -2.85 0.21 -0.10 -0.1079
H -1.47 0.18 -1.24 0.2104
H -1.52 2.51 -0.17 -0.1723
H -3.29 2.48 -0.62 0.4409
H -0.48 1.66 -3.25 0.6590
H 0.23 2.60 -1.92 -0.1002
H -0.37 3.35 -3.40 0.6602
H -3.91 2.57 -2.86 0.5160
H -2.77 1.41 -3.60 0.3041
H -2.01 2.92 -5.37 0.3140
H -2.87 4.38 -4.50 0.3146
H -3.68 3.10 -5.27 0.4762
H -1.87 5.09 -2.64 0.3595
H -1.01 4.56 -1.21 0.2810
H -2.98 6.12 -0.84 0.6479
H -3.32 4.63 -0.08 0.3418
H -5.51 4.88 -0.11 0.3779
H -6.40 4.93 -1.60 0.2919
H -5.48 6.34 -0.95 0.3263
C -3.24 -4.33 0.90 -1.6930
C -2.24 -3.76 1.97 2.2045
C -1.84 -2.26 1.75 0.3699
C -2.94 -1.21 2.23 -1.5301
C -3.37 -1.54 3.61 -0.4921
C -4.00 -2.97 3.78 1.4004
N -2.94 -3.92 3.34 1.1228
O -3.13 -5.18 3.87 -0.4350
C -5.34 -3.25 3.13 -1.7601
C -4.15 -3.13 5.30 -1.6312
C -0.91 -4.54 1.91 -1.0232
H -2.84 -4.58 -0.09 0.2674
H -4.02 -3.61 0.64 0.2165
H -3.65 -5.31 1.17 0.4534
H -1.46 -2.16 0.73 -0.3672
H -0.93 -1.91 2.23 -0.4253
H -3.78 -1.24 1.54 0.4857
H -2.57 -0.18 2.24 0.4508
H -4.03 -0.82 4.08 1.2284
H -2.50 -1.52 4.27 -0.7935
H -5.31 -2.94 2.08 0.2598
H -6.13 -2.79 3.72 0.4226
H -5.47 -4.33 3.08 0.3823
H -4.56 -2.24 5.77 0.4844
H -3.17 -3.20 5.78 0.2017
H -4.80 -3.95 5.63 0.3758
H -1.02 -5.56 2.28 0.6027
H -0.12 -4.08 2.49 0.0581
H -0.50 -4.58 0.90 -0.2331
C 0.45 -2.82 5.47 -0.2654
O -0.28 -1.61 5.34 -0.0542
O -0.49 -3.85 5.37 -0.7023
C 1.83 -2.69 4.70 0.6340
F 2.52 -1.60 5.08 -0.2616
F 2.68 -3.74 4.96 -0.3317
F 1.68 -2.69 3.36 -0.1095
C -1.03 -1.17 6.59 -0.6281
C -1.67 0.19 6.23 -0.6328
H -2.61 0.03 5.70 0.1068
H -1.97 0.64 7.17 0.4844
H -0.94 0.83 5.74 0.0679
H -0.34 -1.00 7.41 0.5354
H -1.77 -1.90 6.91 0.3390
H 0.67 -2.88 6.54 0.4675
C -1.17 5.25 2.63 -0.4190
O -0.49 5.74 1.48 0.2192
O -1.66 4.09 2.17 -0.7994
C -0.30 5.38 3.94 0.6678
F -0.32 4.34 4.74 -0.2407
F 1.05 5.54 3.67 -0.2737
F -0.69 6.49 4.69 -0.3114
C -0.15 7.11 1.34 -0.4813
C 0.83 7.22 0.09 -0.9687
H 0.70 8.24 -0.29 0.4356
H 1.86 7.03 0.38 0.2224
H 0.55 6.49 -0.67 0.0904
H 0.32 7.68 2.14 0.3446
H -1.02 7.70 1.09 0.3065
H -2.00 5.95 2.63 0.3499
C 2.47 0.00 -2.86 -0.5515
O 1.53 -0.27 -3.90 0.4028
O 1.90 -0.47 -1.66 -0.6481
C 3.97 -0.49 -3.25 0.4100
F 4.52 0.08 -4.36 -0.3032
F 4.86 -0.29 -2.16 -0.2497
F 3.98 -1.77 -3.56 -0.1846
C 1.54 0.58 -5.04 -0.4024
C 0.68 -0.04 -6.10 -1.0585
H 0.70 0.46 -7.06 0.4583
H 1.05 -1.04 -6.33 0.0531
H -0.34 -0.03 -5.72 0.1813
H 2.54 0.67 -5.47 0.4827
H 1.24 1.62 -4.90 0.2277
H 2.47 1.07 -2.64 0.0524
```

Calculated values
Calculated total energy   -101353.2939 eV
Charge   +1

***

[6]
Density functional theory data (ωB97M-V with the def2-TZVPD basis set) for a cluster of 2 separate species, C3H12N3P2 in total in a non-equilibrium geometry.

```
20
Properties=species:S:1:pos:R:3:mulliken_charge:R:1
C -0.75 0.93 -0.33 0.6212
C -2.18 -0.86 -0.69 -0.9043
C -3.02 1.30 0.50 -0.9028
N 2.22 -0.46 0.87 -0.5142
N -1.90 0.52 -0.08 -0.0854
N 0.25 1.39 -0.77 -0.1565
P 3.19 -1.71 0.83 0.1339
P 1.94 1.83 -0.66 0.0417
H -1.31 -1.09 -1.26 0.3512
H -2.23 -1.49 0.21 0.3385
H -3.10 -0.73 -1.20 0.3493
H -3.54 0.60 1.03 0.3625
H -2.62 2.03 1.10 0.4029
H -3.57 1.75 -0.28 0.3385
H 1.70 -0.54 1.73 0.1582
H 4.20 -2.04 1.71 0.0930
H 2.76 -2.98 0.74 0.0832
H 4.09 -1.71 -0.26 0.0955
H 2.11 0.55 -1.38 0.0893
H 1.75 2.70 -1.82 0.1042
```

Calculated values
Energy above the lowest of the compared OMol25 structures with the same formula, charge and spin   40.1 kcal per mole
Calculated total energy   -26343.4204 eV
Charge   +1